Entry 1:
This record from the Open Molecules 2025 dataset describes a molecular structure, C14H12F3N5RhS2. The level of theory is ωB97M-V with the def2-TZVPD basis set.

Values from the calculation:
HOMO energy in eV: -11.6
E_LUMO in eV: -4.6
HOMO-LUMO gap in eV: 7.04
Energy above the lowest of the compared OMol25 structures with the same formula, charge and spin in eV: 0.000
Charge: +1

Element x y z (Å)
Rh 1.0743 -0.1790 0.0934
C 0.0220 -1.3125 4.0627
C 0.1175 -1.0301 2.6064
N 1.1144 -0.4175 2.0577
N 2.1493 0.0322 2.8213
C 3.1435 0.4849 2.1002
N 4.2397 0.9173 2.7307
S 3.1930 0.5393 0.3309
C -0.9602 -1.4336 1.6701
C -2.1415 -2.0155 2.0939
C -3.1082 -2.3417 1.1513
C -2.8674 -2.0818 -0.1846
C -1.6630 -1.4952 -0.5406
N -0.7359 -1.1849 0.3571
H 0.9769 -1.1248 4.5421
H -0.2748 -2.3479 4.2296
H -0.7303 -0.6666 4.5217
H 4.2738 0.8989 3.7361
H 4.9987 1.3279 2.2177
H -2.3078 -2.2060 3.1435
H -4.0403 -2.7911 1.4646
H -3.5954 -2.3168 -0.9469
H -1.4304 -1.2637 -1.5720
F -0.6720 4.1852 -2.0457
C -1.2769 3.2454 -2.7857
F -2.4267 2.9253 -2.1655
F -1.5848 3.7810 -3.9692
C -0.4019 2.0295 -2.9386
C -0.0841 1.5022 -4.1746
C 0.7033 0.3567 -4.2667
C 1.1490 -0.2382 -3.1067
N 0.8459 0.2767 -1.9103
C 0.0971 1.3882 -1.8062
S -0.0737 1.7615 -0.1122
H -0.4518 1.9857 -5.0695
H 0.9659 -0.0624 -5.2261
H 1.7626 -1.1288 -3.1100

=====

Entry 2:
This record from the Open Molecules 2025 dataset describes 2 unconnected molecules or ions with the total composition HN3. The level of theory is ωB97M-V with the def2-TZVPD basis set.

Values from the calculation:
HOMO energy (alpha / beta) in eV: -10.7 / -10.4
E_LUMO (alpha / beta) in eV: -0.4 / -0.3
HOMO-LUMO gap (alpha / beta) in eV: 10.35 / 10.05
Energy above the lowest of the compared OMol25 structures with the same formula, charge and spin in eV: 5.506

Element x y z (Å)
N -0.9249 0.5912 0.0990
N -1.0243 -0.4427 0.6935
N -0.1234 -0.4918 -0.3868
H 2.0727 0.3433 -0.4057

=====

Entry 3:
This record from the Open Molecules 2025 dataset describes a molecular structure, C27H63F3N10O15P3Ti. The level of theory is ωB97M-V with the def2-TZVPD basis set.

Values from the calculation:
HOMO energy (alpha / beta) in eV: -5.1 / -8.4
E_LUMO (alpha / beta) in eV: 0.1 / 0.0
2S+1: 4
HOMO-LUMO gap (alpha / beta) in eV: 5.17 / 8.48
Energy above the lowest of the compared OMol25 structures with the same formula, charge and spin in eV: 0.000

Element x y z (Å)
Ti -2.2723 -1.6077 1.3816
N -0.3562 0.1958 2.1911
O -1.4958 0.2041 2.7180
O 0.5458 0.9461 2.5814
O -0.2072 -0.4679 1.1146
C -0.8800 -1.2110 6.1016
C -0.5602 -2.1484 4.9351
O -0.5583 -3.4155 5.5666
C -0.4959 -3.2820 6.9244
O -0.4722 -4.1782 7.6913
O -0.4660 -1.9690 7.2469
F 0.5779 -1.8780 4.2500
H -1.9578 -1.0524 6.1096
H -0.2864 -0.3014 6.1239
H -1.4034 -2.2012 4.2376
C -2.7581 2.1211 4.7742
C -1.7845 3.0086 4.0255
O -1.1923 3.7659 5.0840
C -1.9179 3.6069 6.2277
O -1.6340 4.0697 7.2697
O -3.0003 2.8349 5.9736
F -2.4245 3.8914 3.1881
H -2.3690 1.1218 4.9766
H -3.6656 1.8961 4.2145
H -0.9276 2.5451 3.5459
C 3.1618 -0.9654 2.6639
C 3.6475 -0.4016 3.9780
O 4.9990 -0.1831 3.7215
C 5.4053 -1.0070 2.6955
O 6.5307 -1.1784 2.4044
O 4.3351 -1.5654 2.1000
F 3.5316 -1.3190 4.9869
H 2.7762 -0.1907 1.9992
H 2.3643 -1.7060 2.6984
H 3.0821 0.4801 4.2674
O -3.3160 -0.1370 0.1162
P -3.3001 0.8577 -0.9833
N -2.1311 1.9962 -0.9391
C -2.2388 3.0287 0.0788
C -0.7508 1.7112 -1.3195
N -4.7234 1.6796 -1.0130
C -5.7456 1.4285 -0.0057
C -5.0084 2.7504 -1.9442
N -3.0794 0.1147 -2.4356
C -3.1470 -1.3544 -2.4530
C -3.0463 0.7825 -3.7155
H -1.8624 2.6835 1.0447
H -3.2812 3.3306 0.1831
H -1.6774 3.9247 -0.1934
H -0.4012 2.5734 -1.8962
H -0.7019 0.8535 -1.9860
H -0.1290 1.5951 -0.4320
H -6.6657 1.0710 -0.4736
H -5.3895 0.6649 0.6779
H -5.9309 2.3614 0.5361
H -5.9545 2.5731 -2.4606
H -5.1552 3.6832 -1.3759
H -4.1722 2.9247 -2.6097
H -4.1701 -1.6708 -2.2118
H -2.8409 -1.7105 -3.4312
H -2.5394 -1.7958 -1.6669
H -4.0323 1.0691 -4.1092
H -2.5903 0.1168 -4.4446
H -2.5016 1.7272 -3.6393
O -1.7926 -3.4412 0.0150
P -0.9191 -4.1904 -0.9291
N -0.4188 -5.6241 -0.3181
C 0.2500 -6.6182 -1.1587
C -0.9788 -6.1582 0.9177
N 0.4333 -3.3890 -1.3620
C 0.3360 -2.1117 -2.0630
C 1.7175 -3.6470 -0.7058
N -1.7367 -4.4113 -2.3589
C -3.0878 -4.9175 -2.3012
C -1.0288 -4.7160 -3.6015
H -0.4556 -7.2358 -1.7219
H 0.8016 -7.2931 -0.5025
H 0.9618 -6.1053 -1.8025
H -1.6591 -6.9930 0.7303
H -1.5127 -5.3676 1.4418
H -0.1802 -6.5035 1.5797
H 0.3346 -1.3190 -1.3105
H 1.0993 -1.9624 -2.8240
H -0.6432 -2.0820 -2.5493
H 2.2081 -2.6969 -0.4875
H 1.5809 -4.1414 0.2557
H 2.3787 -4.2710 -1.3132
H -3.1793 -5.9584 -2.6355
H -3.4165 -4.9480 -1.2573
H -3.8121 -4.3050 -2.8412
H -1.3707 -4.0597 -4.4061
H -1.1895 -5.7623 -3.8639
H 0.0280 -4.4960 -3.4659
O 3.3988 2.3580 -4.2507
P 3.5376 3.0698 -2.9714
N 2.4577 2.4664 -1.8529
C 1.9664 3.2317 -0.7123
C 2.0531 1.0714 -1.9551
N 3.2698 4.7036 -3.0124
C 4.3288 5.5665 -3.5334
C 1.9132 5.1200 -3.3666
N 5.0527 2.9581 -2.2893
C 5.4879 3.7326 -1.1502
C 5.7286 1.6799 -2.4786
H 2.0487 4.3030 -0.8903
H 2.5967 3.0573 0.1700
H 0.9323 2.9769 -0.4920
H 1.2815 0.9230 -2.7166
H 1.6512 0.7491 -0.9948
H 2.9246 0.4665 -2.2040
H 4.8555 6.0708 -2.7158
H 5.0503 4.9870 -4.1078
H 3.9381 6.3832 -4.1397
H 1.8181 5.2604 -4.4455
H 1.2016 4.3902 -2.9840
H 1.6637 6.0650 -2.8726
H 5.2619 4.7901 -1.2694
H 5.0638 3.3525 -0.2110
H 6.5726 3.6772 -1.0342
H 6.7545 1.7590 -2.1150
H 5.7568 1.4114 -3.5330
H 5.2957 0.8529 -1.8979

=====

Entry 4:
This record from the Open Molecules 2025 dataset describes a molecular structure, C11H29CeClIN2OP2S. The level of theory is ωB97M-V with the def2-TZVPD basis set.

Values from the calculation:
HOMO energy (alpha / beta) in eV: -14.1 / -14.2
E_LUMO (alpha / beta) in eV: -8.6 / -8.3
2S+1: 2
HOMO-LUMO gap (alpha / beta) in eV: 5.49 / 5.87
Charge: +2

Element x y z (Å)
C 2.2379 1.7287 -1.9760
C 1.4407 0.8174 -1.1240
H 2.9600 1.1899 -2.6271
H 2.7502 2.3996 -1.2605
H 1.4970 2.2872 -2.5837
O 1.3518 -0.4116 -1.2602
I -2.7090 0.5897 2.4765
Ce -0.5694 -0.4135 0.3518
P -2.0824 0.0445 -2.1651
C -2.4913 -1.6326 -2.7089
C -3.6947 0.8462 -1.7556
H -4.2686 1.0410 -2.6793
H -2.2822 0.8539 -4.4602
H -3.4801 1.7977 -1.2232
H -1.1966 1.9036 -3.4746
H -2.9127 -2.2324 -1.8773
H -4.2774 0.2004 -1.0681
C -1.5000 0.8645 -3.6892
H -3.2038 -1.6017 -3.5469
H -0.6159 0.3107 -4.0484
H -1.5475 -2.1154 -3.0288
P 1.8028 0.2541 2.2264
C 2.3017 -1.4078 2.7582
C 3.4094 1.0542 1.8819
H 0.6753 1.9964 3.4882
H 2.0529 1.3010 4.4621
H 0.4748 0.4027 4.2933
C 1.2105 1.0607 3.7775
H 3.2517 2.0882 1.5175
H 4.0624 1.0747 2.7703
H 3.0709 -1.3634 3.5453
H 2.7082 -1.9295 1.8724
H 3.9079 0.4772 1.0794
H 1.4316 -1.9867 3.1230
Cl -0.6482 2.1935 0.3240
C -1.5618 -4.4684 3.7222
N -0.8600 -4.2414 2.4647
C -1.3479 -3.5067 1.4660
S -0.1564 -3.0749 0.2479
N -2.6997 -3.3628 1.3105
C -3.6866 -4.4558 1.3166
H -2.5012 -3.9191 3.7608
H -0.9017 -4.1897 4.5489
H -1.7331 -5.5368 3.8056
H 0.1455 -4.3198 2.4147
H -2.9569 -2.5932 0.6900
H -4.5076 -4.2035 2.0079
H -4.0854 -4.5713 0.2983
H -3.1925 -5.3983 1.6163